{
  "formula": "C32H84N4O10",
  "method": "ωB97M-V/def2-TZVPD",
  "elements": ["C", "O", "C", "C", "N", "C", "C", "O", "C", "H", "H", "H", "H", "H", "H", "H", "H", "H", "H", "H", "H", "H", "H", "H", "C", "O", "C", "C", "N", "C", "C", "O", "C", "H", "H", "H", "H", "H", "H", "H", "H", "H", "H", "H", "H", "H", "H", "H", "C", "C", "C", "O", "C", "N", "H", "H", "H", "H", "H", "H", "H", "H", "H", "H", "H", "C", "C", "C", "O", "C", "N", "H", "H", "H", "H", "H", "H", "H", "H", "H", "H", "H", "C", "C", "C", "O", "H", "H", "H", "H", "H", "H", "H", "H", "C", "C", "C", "O", "H", "H", "H", "H", "H", "H", "H", "H", "C", "C", "C", "O", "H", "H", "H", "H", "H", "H", "H", "H", "C", "C", "C", "O", "H", "H", "H", "H", "H", "H", "H", "H"],
  "coordinates": [[-2.6143, 0.9944, 0.4994], [-2.4630, 2.3979, 0.4274], [-1.6994, 2.8366, -0.6711], [-0.1936, 2.5798, -0.6518], [0.3445, 2.7914, 0.7100], [1.4514, 1.8925, 0.9896], [1.0628, 0.4149, 1.1237], [1.3303, -0.2370, -0.1051], [1.0233, -1.6143, -0.0584], [-2.9606, 0.6933, 1.4887], [-1.6771, 0.4457, 0.3544], [-3.3433, 0.6617, -0.2458], [-1.7621, 3.9283, -0.6940], [-2.1527, 2.4824, -1.6009], [0.2749, 3.3410, -1.2766], [0.0544, 1.5662, -0.9784], [-0.3969, 2.6026, 1.3773], [2.0922, 2.1629, 1.8357], [2.2497, 1.9116, 0.2378], [0.0039, 0.2337, 1.3446], [1.6916, -0.0140, 1.9159], [0.0347, -1.7484, 0.3937], [1.7368, -2.0892, 0.6239], [1.0998, -2.1174, -1.0180], [0.4327, -2.8854, 4.0655], [0.5515, -3.3024, 2.7167], [-0.2901, -4.3655, 2.3520], [0.2384, -5.0749, 1.0819], [-0.5324, -6.2505, 0.7428], [-1.7963, -5.9804, 0.0404], [-2.3958, -7.1409, -0.7550], [-1.9124, -7.2821, -2.0685], [-0.5310, -7.6205, -2.1272], [-0.2105, -3.4768, 4.7191], [-0.0545, -1.9015, 4.0822], [1.4354, -2.7444, 4.4645], [-1.2578, -3.9189, 2.0747], [-0.5052, -5.0981, 3.1358], [1.2625, -5.3837, 1.3194], [0.3853, -4.3871, 0.2493], [-0.5371, -6.9009, 1.5100], [-1.6995, -5.2407, -0.7506], [-2.4487, -5.7013, 0.8712], [-3.4776, -6.9842, -0.8420], [-2.4868, -8.1358, -0.2906], [-0.3988, -8.6268, -1.7165], [0.0358, -6.9385, -1.4886], [-0.1864, -7.5434, -3.1531], [5.3521, 1.4734, 1.8093], [6.7795, 1.1775, 1.3515], [7.3316, -0.0886, 1.9690], [8.6759, -0.2274, 1.5012], [9.1312, -1.5416, 1.7289], [6.8422, 1.0682, -0.0972], [4.8830, 2.1946, 1.1361], [5.3009, 1.9335, 2.7984], [4.6959, 0.5987, 1.8247], [7.3976, 2.0244, 1.6722], [6.7224, -0.9317, 1.6234], [7.2956, -0.0876, 3.0606], [9.2157, -1.7307, 2.8089], [10.1204, -1.7025, 1.3046], [8.4412, -2.3020, 1.3466], [6.8117, 1.9079, -0.6540], [7.6449, 0.5399, -0.4078], [-2.7019, -2.5043, -0.1425], [-4.1514, -2.8428, -0.3824], [-5.1326, -1.8435, 0.2065], [-4.8535, -1.6839, 1.5942], [-5.5249, -0.6015, 2.1789], [-4.5296, -3.0416, -1.7933], [-2.0630, -3.0034, -0.8726], [-2.3234, -2.6617, 0.8653], [-2.5804, -1.4231, -0.3046], [-4.4263, -3.7822, 0.1183], [-6.1588, -2.2203, 0.1432], [-5.1388, -0.8649, -0.2935], [-5.2986, -0.4956, 3.2379], [-6.6029, -0.8113, 2.1073], [-5.3459, 0.3664, 1.6964], [-4.4302, -2.1259, -2.2418], [-3.7421, -3.5677, -2.1748], [3.9934, 0.6328, -1.9723], [4.4805, 1.2622, -3.2944], [4.4991, 0.2989, -4.4675], [3.5732, 2.3322, -3.6036], [4.1073, -0.4501, -1.8951], [2.9198, 0.8149, -2.0473], [4.4193, 1.0847, -1.0832], [5.4888, 1.6748, -3.1688], [3.5402, -0.2308, -4.4697], [5.2112, -0.5131, -4.2919], [4.6977, 0.7796, -5.4205], [4.0666, 3.1548, -3.6216], [-1.8880, -0.1631, -2.8002], [-2.0980, 0.8656, -3.9028], [-1.9273, 0.1575, -5.2520], [-3.4323, 1.3188, -3.7744], [-2.7407, -0.8369, -2.6852], [-1.8028, 0.2992, -1.8162], [-0.9848, -0.7569, -2.9432], [-1.3095, 1.6205, -3.8064], [-0.8985, -0.2073, -5.3442], [-2.0936, 0.8090, -6.1105], [-2.5449, -0.7399, -5.2931], [-3.5538, 2.1444, -4.2543], [-5.9801, 2.4944, 1.0067], [-6.1667, 3.7315, 1.8872], [-4.8393, 4.4258, 2.1312], [-7.1374, 4.5881, 1.3014], [-6.8607, 1.9324, 0.7038], [-5.3623, 1.7829, 1.5648], [-5.4065, 2.8373, 0.1387], [-6.5958, 3.3388, 2.8129], [-4.1565, 3.7241, 2.6237], [-4.8626, 5.2518, 2.8448], [-4.3319, 4.7802, 1.2334], [-7.0038, 4.6342, 0.3503], [0.4597, 6.2386, 2.0471], [1.3225, 6.1113, 0.7993], [2.2237, 7.3260, 0.5883], [2.1915, 4.9898, 0.9388], [-0.1348, 5.3360, 2.1755], [-0.2718, 7.0499, 1.9319], [1.0550, 6.5643, 2.8992], [0.7350, 5.9530, -0.1151], [1.6640, 8.2645, 0.6165], [2.6868, 7.2715, -0.3974], [2.9932, 7.3936, 1.3571], [1.6106, 4.1974, 0.9038]],
  "lowdin_charge": [-0.11, -0.18, -0.20, -0.16, -0.05, -0.19, -0.20, -0.22, -0.10, 0.10, 0.06, 0.08, 0.12, 0.11, 0.13, 0.10, 0.11, 0.12, 0.12, 0.11, 0.12, 0.07, 0.09, 0.09, -0.10, -0.20, -0.23, -0.20, -0.08, -0.19, -0.24, -0.19, -0.10, 0.09, 0.08, 0.09, 0.10, 0.12, 0.12, 0.11, 0.12, 0.11, 0.12, 0.12, 0.12, 0.09, 0.07, 0.09, -0.07, -0.43, -0.21, -0.19, -0.12, 0.05, 0.07, 0.08, 0.07, 0.14, 0.13, 0.13, 0.09, 0.09, 0.09, 0.08, 0.07, -0.06, -0.43, -0.20, -0.19, -0.12, 0.05, 0.07, 0.07, 0.05, 0.14, 0.13, 0.12, 0.10, 0.10, 0.02, 0.06, 0.07, -0.05, -0.48, -0.07, -0.06, 0.08, 0.07, 0.04, 0.13, 0.08, 0.08, 0.07, 0.08, -0.05, -0.49, -0.06, -0.04, 0.07, 0.03, 0.09, 0.14, 0.08, 0.08, 0.08, 0.10, -0.06, -0.48, -0.06, -0.05, 0.09, 0.03, 0.09, 0.14, 0.08, 0.08, 0.08, 0.08, -0.06, -0.50, -0.06, -0.09, 0.06, 0.08, 0.08, 0.13, 0.08, 0.07, 0.08, 0.03],
  "multiplicity": 1,
  "total_energy_ha": -2240.8244,
  "gap_ev": 9.08,
  "lumo_energy_ev": 0.508,
  "relative_energy_kcal_mol": 22.3
}

=====

{
  "formula": "C19H8Cl5FNO5PdSbSe4",
  "method": "ωB97M-V/def2-TZVPD",
  "elements": ["Pd", "Cl", "C", "C", "Cl", "C", "Cl", "C", "O", "C", "Cl", "C", "Cl", "Se", "Sb", "Se", "Se", "Se", "O", "C", "O", "C", "C", "C", "C", "C", "C", "N", "O", "O", "H", "H", "H", "H", "F", "C", "C", "C", "C", "C", "C", "H", "H", "H", "H"],
  "coordinates": [[-0.1574, -0.0963, 0.0043], [5.3428, 4.4792, -0.2116], [3.7697, 3.7649, -0.1943], [3.6208, 2.3876, -0.3087], [5.0131, 1.3736, -0.4532], [2.3563, 1.8245, -0.3008], [2.1644, 0.1185, -0.5222], [1.1638, 2.5827, -0.1357], [0.0040, 2.0663, -0.1012], [1.3621, 3.9908, -0.0322], [-0.0450, 4.9657, 0.1369], [2.6243, 4.5565, -0.0674], [2.7990, 6.2701, 0.0478], [-5.4971, 1.9387, 1.3976], [-4.6996, -0.1657, 0.4412], [-5.4264, -2.0844, 1.7643], [-5.5753, -0.3562, -1.8436], [-2.2696, -0.0654, -0.1885], [-1.7349, 0.0037, 2.4093], [-0.5685, 0.0217, 2.8167], [0.4784, 0.0211, 2.0899], [-0.3080, 0.0449, 4.3126], [0.9988, 0.1921, 4.7787], [1.2631, 0.2059, 6.1332], [0.2064, 0.0658, 7.0281], [-1.0974, -0.0898, 6.5772], [-1.3516, -0.0985, 5.2176], [0.4761, 0.0919, 8.4531], [-0.4595, -0.0324, 9.2235], [1.6296, 0.2279, 8.8252], [1.7976, 0.2921, 4.0602], [2.2683, 0.3221, 6.5083], [-1.8965, -0.1993, 7.2958], [-2.3607, -0.2161, 4.8441], [0.2611, -6.1649, -0.0979], [0.0727, -4.8186, -0.0870], [0.4861, -4.0831, -1.1771], [0.3225, -2.7033, -1.1478], [-0.2365, -2.0789, -0.0375], [-0.6975, -2.8533, 1.0188], [-0.5361, -4.2321, 1.0024], [0.9107, -4.5809, -2.0392], [0.6195, -2.1268, -2.0156], [-1.2176, -2.3895, 1.8470], [-0.8971, -4.8445, 1.8181]],
  "lowdin_charge": [0.54, 0.62, -0.74, -0.71, 0.66, -0.56, 0.78, -0.49, -0.21, -0.61, 0.71, -0.71, 0.65, -0.25, -0.42, -0.30, -0.22, 0.49, -0.08, -0.60, -0.11, -0.09, 0.00, 0.00, -0.16, 0.01, 0.02, -0.36, 0.06, 0.05, 0.12, 0.11, 0.12, 0.13, 0.03, -0.29, -0.03, -0.13, -0.35, -0.09, -0.01, 0.11, 0.09, 0.10, 0.12],
  "multiplicity": 1,
  "total_energy_ha": -13534.4726,
  "charge": -2,
  "gap_ev": [4.21, 4.23],
  "lumo_energy_ev": [2.155, 2.175],
  "relative_energy_kcal_mol": 64.9
}

=====

{
  "formula": "CH3N5O2",
  "method": "ωB97M-V/def2-TZVPD",
  "elements": ["C", "H", "H", "H", "N", "N", "N", "N", "N", "O", "O"],
  "coordinates": [[-0.5079, -0.1375, 0.4090], [1.3243, 0.2361, 1.9325], [1.9570, -1.3553, 1.4438], [-2.1936, 1.3922, -1.3836], [1.8829, -0.3213, 1.1520], [0.7722, -0.2965, 0.2157], [1.1382, 0.0034, -1.0896], [0.0482, 0.1427, -1.7567], [-0.9743, 0.1729, -0.9112], [-2.1959, 0.4403, -1.3717], [-1.2511, -0.2771, 1.3600]],
  "lowdin_charge": [-0.49, 0.14, 0.12, 0.12, 0.10, -0.15, 0.07, 0.06, -0.15, 0.10, 0.07],
  "multiplicity": 1,
  "total_energy_ha": -464.0188,
  "gap_ev": 10.19,
  "lumo_energy_ev": 0.481,
  "relative_energy_kcal_mol": 9.8
}

=====

Question: Number 3 is which compound?
Answer: CH3N5O2